Computed, not measured: a 2-piece molecular cluster, C20H16O7 overall at a distorted geometry, with ωB97M-V/def2-TZVPD.

Structure (XYZ):
```
43
Properties=species:S:1:pos:R:3:mulliken_charge:R:1
C 3.5218 -1.2860 2.8952 -1.58
C 3.2464 -0.5205 1.5448 0.48
C 2.0154 -0.7536 0.7652 0.32
C 0.9190 -1.7437 1.2360 -1.03
C -0.2382 -0.8065 1.9630 0.41
C -1.4683 -0.3577 0.9403 -0.98
O -1.5313 -1.4313 2.1300 -0.42
C 1.7599 -0.0540 -0.5058 -0.49
C 2.7308 0.9081 -1.0182 -0.92
C 3.9346 1.1526 -0.2405 0.71
C 4.2094 0.4425 1.0287 0.87
C 5.5439 0.8244 1.7537 0.05
O 6.2198 0.0135 2.3359 -0.49
C 5.9386 2.3345 1.6125 -0.45
C 5.6795 2.9917 0.4530 -0.39
C 4.9912 2.2073 -0.7166 0.06
O 5.2693 2.3672 -1.8778 -0.50
H 2.5775 -1.6454 3.3696 0.42
H 4.0053 -0.5367 3.5795 0.39
H 4.2271 -2.1146 2.6390 0.26
H 1.2466 -2.4769 2.0103 0.36
H 0.3751 -2.2314 0.3863 0.40
H 0.1155 -0.0303 2.7374 0.47
H -1.2685 0.7272 1.3156 0.18
H -2.5595 -0.2565 1.1537 0.41
H 0.8121 -0.2297 -1.0751 0.36
H 2.5013 1.4089 -1.9820 0.40
H 6.3997 2.8896 2.4687 0.35
H 5.9271 4.0753 0.3166 0.35
C -5.3541 0.0477 -0.8743 -0.89
C -6.4676 -0.6167 -1.1980 0.38
C -6.6900 -1.1421 -2.5798 0.90
O -7.7104 -1.7580 -2.8260 -0.61
C -5.6609 -0.8849 -3.5860 -0.90
C -4.5488 -0.2175 -3.2629 0.36
C -4.3144 0.2840 -1.8748 0.95
O -3.2794 0.8710 -1.6202 -0.60
O -3.5884 0.0336 -4.1716 -0.56
O -7.4399 -0.8447 -0.2959 -0.57
H -5.1808 0.4308 0.1220 0.43
H -5.8411 -1.2547 -4.5859 0.41
H -2.8954 0.5247 -3.6896 0.34
H -8.1302 -1.3416 -0.7760 0.35
```

Calculated values
E_HOMO: -8.684 eV
energy relative to the best compared isomer or geometry (same formula, charge and spin): 422.7 kJ/mol
net charge: 0
DFT total energy: -1298.12119 Eh
SMILES: Cc1c(C[C@H]2CO2)ccc2c1C(=O)C=CC2=O.O=C1C=C(O)C(=O)C=C1O

---

Computed, not measured: C20H17BIrN6O2S3 as an isolated structure at a distorted geometry, with ωB97M-V/def2-TZVPD.

Structure (XYZ):
```
50
Properties=species:S:1:pos:R:3:mulliken_spin:R:1
Ir -1.9067 -1.1595 -1.2072 0.81
C 3.6922 -2.8381 -2.5556 0.00
C 2.6341 -3.8289 -3.0288 0.00
N 1.3580 -3.2008 -3.3719 0.00
C 0.5207 -2.6407 -2.4773 0.01
S -1.1686 -2.5602 -2.9972 0.01
N 0.9478 -2.2171 -1.3198 0.01
N 0.0389 -1.6529 -0.5289 0.01
C 0.3179 -1.4382 0.7271 -0.01
C 1.6901 -1.7100 1.2546 0.00
C -0.7848 -1.0177 1.5418 0.02
C -0.6884 -0.7966 2.9214 0.01
C -1.7894 -0.3910 3.6377 0.00
C -3.0025 -0.2119 2.9790 0.00
C -3.0416 -0.4670 1.6240 0.01
N -1.9813 -0.8602 0.9217 -0.01
H 4.6123 -3.3745 -2.3215 0.00
H 3.3494 -2.3163 -1.6684 0.00
H 3.8995 -2.1060 -3.3363 0.00
H 2.4733 -4.5943 -2.2623 0.00
H 2.9863 -4.3229 -3.9332 0.00
H 0.8666 -3.5830 -4.1635 0.00
H 2.4114 -1.5985 0.4498 0.00
H 1.7589 -2.7341 1.6299 0.00
H 1.9472 -1.0217 2.0584 0.00
H 0.2609 -0.9539 3.4122 0.00
H -1.7147 -0.2136 4.7026 0.00
H -3.8856 0.1232 3.5021 0.00
H -3.9668 -0.3599 1.0706 0.00
S -3.9728 -0.5430 -2.1824 0.01
C -3.8663 1.1521 -1.8279 0.00
C -5.0659 1.7863 -1.3968 0.00
N -6.0344 2.2572 -0.9928 0.00
C -2.7320 1.9021 -1.9430 0.01
S -1.1607 1.1661 -2.4056 0.12
C -2.7058 3.2948 -1.7229 -0.01
N -2.6285 4.4297 -1.5378 0.00
O 1.1028 2.2673 -1.0524 0.00
B -0.2044 1.8555 -1.0058 0.01
O -0.7522 2.0132 0.2534 -0.01
C 0.2590 2.5551 1.0147 0.00
C 0.2528 2.9193 2.3424 0.00
C 1.4398 3.4402 2.8486 0.00
C 2.5627 3.6122 2.0471 0.00
C 2.5604 3.2461 0.7050 0.00
C 1.3898 2.7091 0.2194 0.00
H -0.6328 2.8086 2.9500 0.00
H 1.4810 3.7320 3.8898 0.00
H 3.4542 4.0524 2.4728 0.00
H 3.4180 3.3899 0.0628 0.00
```

Calculated values
multiplicity: 2
E_HOMO (alpha / beta): -7.777 / -7.679 eV
energy relative to the best compared isomer or geometry (same formula, charge and spin): 146.9 kJ/mol
net charge: 0
DFT total energy: -2575.21177 Eh

---

Computed, not measured: one molecule with the formula C20H17BrN8O2 at a distorted geometry, with ωB97M-V/def2-TZVPD.

Structure (XYZ):
```
48
Properties=species:S:1:pos:R:3:mulliken_charge:R:1
O -2.8472 0.3091 1.5532 -0.62
Br -0.5583 1.7046 -7.7276 -0.13
N 2.8828 4.4273 -1.6706 -0.41
N 2.2853 3.7285 -0.7594 -0.75
N 2.6198 3.9971 -2.9155 -0.40
N -0.7380 3.1415 4.3319 -0.52
N -2.0142 1.6435 3.2268 -0.61
O -0.5074 0.8733 -4.8448 -0.37
C -1.9629 0.5139 2.4208 0.62
C 1.7369 3.0401 -2.8503 0.07
C 0.5338 3.1177 4.6995 -0.11
C -0.8384 1.9166 3.6947 0.45
C -0.1401 1.8058 -5.8111 -0.13
C 0.7546 2.6558 -5.2541 -0.78
C 0.9185 2.3409 -3.8590 0.75
C 0.1141 1.1962 -3.6708 0.37
C -0.7517 -0.3999 2.2605 0.48
C 0.3564 -0.0207 3.0091 0.48
C 0.9768 -0.0162 -1.7193 -1.23
C -1.4077 -0.2185 -2.2234 -1.30
C 0.6837 -0.7221 -0.5261 0.43
C -1.6169 -0.8785 -0.9868 -0.29
C -0.0555 0.3336 -2.4968 0.75
C -0.5916 -1.1636 -0.1117 0.67
N 1.6074 2.8783 -1.4273 0.60
N 1.2742 1.9478 4.3431 -0.53
N 0.2474 1.1444 3.7329 0.29
C -0.8715 -1.6100 1.2972 -1.73
C 2.2418 -2.7174 4.4355 -1.35
C 1.6527 -0.8100 2.8521 -0.35
C 2.3494 -1.2250 4.1739 -0.72
H 1.0853 3.9867 5.0531 0.39
H 1.1844 3.4653 -5.7824 0.58
H 1.9809 0.1589 -1.9678 0.57
H -2.1970 0.1943 -2.8286 0.42
H 1.6050 -0.9196 0.1020 0.15
H -2.6550 -1.0242 -0.7496 0.30
H 0.8044 2.3817 -1.0906 0.36
H 1.8106 1.4930 5.0997 0.24
H -1.9157 -2.1102 1.3253 0.41
H -0.2413 -2.4400 1.6390 0.58
H 3.0261 -3.1976 3.9334 0.34
H 1.2793 -3.0512 4.0249 0.34
H 2.3370 -2.9079 5.4899 0.38
H 1.3054 -1.7076 2.3077 0.04
H 2.4350 -0.1392 2.4638 0.35
H 1.8547 -0.7922 4.9751 0.38
H 3.3673 -0.9236 4.2293 0.52
```

Calculated values
E_HOMO: -8.485 eV
energy relative to the best compared isomer or geometry (same formula, charge and spin): 63.6 kJ/mol
net charge: 0
DFT total energy: -3934.71378 Eh
SMILES: CCCc1c(Cc2ccc(-c3oc(Br)cc3-c3nnn[nH]3)cc2)c(=O)nc2nc[nH]n12

---

Computed, not measured: C20H17Cl3GeN5OS2W as an isolated structure at a distorted geometry, with ωB97M-V/def2-TZVPD.

Structure (XYZ):
```
50
Properties=species:S:1:pos:R:3:mulliken_spin:R:1
W 2.8733 -0.0336 1.1642 -0.37
S 5.2536 0.1218 1.0344 0.14
C 5.7069 1.5589 0.2325 0.04
C 7.0964 1.8017 0.0626 0.00
N 8.2273 1.9666 -0.0813 0.03
C 4.7426 2.4468 -0.2151 0.10
S 3.0805 2.0456 -0.0597 0.03
C 5.0829 3.6763 -0.8317 -0.01
N 5.3560 4.6747 -1.3390 0.09
Cl 1.2409 1.2181 4.8492 0.00
Ge 2.6607 1.3147 3.3455 0.00
Cl 3.3202 -1.6524 2.5862 0.02
Cl 4.2651 2.5018 3.9048 -0.01
N -4.2235 1.0201 -0.7287 0.10
C -5.5330 0.7916 -0.4317 0.02
C -6.7365 1.0583 -1.0893 0.27
C -7.9430 0.6368 -0.4802 0.11
C -7.9408 -0.1436 0.6685 0.06
C -6.7428 -0.4318 1.3241 0.25
C -5.5126 -0.0011 0.7439 0.12
N -4.2473 -0.2226 1.1155 0.06
C -3.4760 0.4030 0.2327 0.00
C -2.0285 0.3734 0.3364 0.00
C -1.1447 0.9028 -0.6175 0.01
C 0.2122 0.8263 -0.4190 0.00
N 0.7744 0.2643 0.6816 0.00
C -0.0865 -0.2514 1.6107 -0.01
C -1.4470 -0.2309 1.4666 0.01
H -3.9002 1.6018 -1.4899 -0.01
H -6.7648 1.4969 -2.0818 0.00
H -8.8879 0.9181 -0.9284 0.00
H -8.8843 -0.4897 1.0688 0.01
H -6.7414 -0.9039 2.3007 0.00
H -1.4977 1.3809 -1.5212 0.00
H 0.8810 1.2210 -1.1701 0.00
H 0.3486 -0.6872 2.5041 0.00
H -2.0856 -0.6576 2.2288 0.00
C 2.7195 -2.1503 -2.6133 0.00
C 2.2139 -3.2914 -1.7141 0.00
C 2.0940 -2.6613 -0.3253 0.00
O 2.8036 -1.3540 -0.4058 -0.06
C 3.5841 -1.3416 -1.6758 0.00
H 1.8907 -1.5438 -2.9813 0.00
H 3.2818 -2.5214 -3.4675 0.00
H 2.9248 -4.1154 -1.6977 0.00
H 1.2618 -3.6816 -2.0643 0.00
H 2.5851 -3.2571 0.4440 0.00
H 1.0633 -2.4609 -0.0303 0.00
H 4.5401 -1.8321 -1.4774 0.00
H 3.7393 -0.3057 -1.9686 0.00
```

Calculated values
multiplicity: 2
E_HOMO (alpha / beta): -19.783 / -19.905 eV
net charge: +4
DFT total energy: -5440.76740 Eh

---

Computed, not measured: C20H17Cl5GeN6OS2Sc as an isolated structure, with ωB97M-V/def2-TZVPD.

Structure (XYZ):
```
53
Properties=species:S:1:pos:R:3:mulliken_spin:R:1
Sc -0.7427 -0.8829 -0.5132 -0.01
C -2.1938 -5.5145 2.7986 0.00
S -0.6340 -5.2109 1.9501 0.00
C -0.7916 -3.5382 1.4843 0.00
S 0.5797 -2.8935 0.6718 0.05
N -1.9145 -2.9385 1.7699 0.00
N -1.9735 -1.6595 1.2823 0.00
C -2.7765 -0.8647 1.8794 0.00
C -2.8668 0.5162 1.4165 0.00
C -3.6324 1.4590 2.0925 0.00
C -3.6193 2.7687 1.6486 0.00
C -2.8498 3.0950 0.5428 0.00
C -2.1349 2.0900 -0.0869 0.00
N -2.1382 0.8305 0.3356 0.00
H -2.1694 -6.5609 3.0983 0.00
H -3.0340 -5.3405 2.1320 0.00
H -2.2863 -4.8795 3.6760 0.00
H -3.3442 -1.1947 2.7459 0.00
H -4.2119 1.1609 2.9552 0.00
H -4.1999 3.5254 2.1583 0.00
H -2.8093 4.1044 0.1607 0.00
H -1.5475 2.2971 -0.9736 0.00
N 3.5263 2.7876 -1.7243 0.00
C 3.1123 2.5918 -3.0052 0.00
O 3.4536 3.3027 -3.9279 0.00
C 2.1657 1.4460 -3.2134 0.01
C 2.0938 0.8453 -4.4638 0.00
C 1.2305 -0.2194 -4.6418 0.00
C 0.4505 -0.6336 -3.5746 0.00
N 0.5039 -0.0531 -2.3696 -0.02
C 1.3517 0.9653 -2.2024 0.03
H 4.2231 3.5003 -1.5833 0.00
H 3.4681 2.0488 -1.0427 0.00
H 2.7139 1.2230 -5.2659 0.00
H 1.1473 -0.7259 -5.5920 0.00
H -0.2513 -1.4503 -3.6813 0.00
H 1.3585 1.4137 -1.2182 -0.01
Cl -1.5551 -2.9893 -1.8075 0.00
Ge -3.7345 -2.0638 -2.1433 0.00
Cl -2.5933 -0.0307 -2.5358 0.00
Cl -3.9492 -2.6523 -4.2664 0.00
Cl -0.1181 1.5954 3.0215 0.02
C 1.4858 1.2022 2.5205 0.15
C 2.5463 1.6553 3.2683 -0.10
C 3.8464 1.3420 2.8806 0.21
C 4.0768 0.5713 1.7456 -0.09
C 3.0120 0.1320 0.9914 0.17
Cl 3.3212 -0.8594 -0.3909 0.02
C 1.6417 0.4280 1.3186 0.02
N 0.6363 0.0265 0.5937 0.52
H 2.3617 2.2443 4.1552 0.00
H 4.6820 1.6880 3.4723 0.02
H 5.0827 0.2993 1.4573 0.00
```

Calculated values
multiplicity: 2
E_HOMO (alpha / beta): -7.816 / -8.039 eV
energy relative to the best compared isomer or geometry (same formula, charge and spin): 35.3 kJ/mol
net charge: 0
DFT total energy: -7111.35935 Eh